The following is a DFT calculation (the ωB97M-V functional and the def2-TZVPD basis) of a gas-phase ion, C25H34N3O6S (charge -1).

```
69
Properties=species:S:1:pos:R:3:forces:R:3:lowdin_charge:R:1
C 3.094665 2.153316 3.364160 0.25 0.62 0.34 -0.07
C 2.776447 0.716968 3.084386 -0.28 0.30 -0.05 -0.21
O 1.395335 0.758921 2.651266 0.51 -1.08 -0.28 -0.01
C 0.959054 -0.448711 2.283931 1.05 -0.79 0.44 -0.38
O 1.655887 -1.439384 2.493971 -0.81 1.09 -0.17 0.07
C -0.381348 -0.439752 1.521220 -0.87 -1.33 3.13 -0.15
C -1.311773 0.564980 2.292507 -0.17 1.32 0.43 -0.38
O -0.954365 1.605395 2.824751 -0.60 -1.50 -0.49 0.10
O -2.598632 0.169386 2.288689 -0.18 0.30 0.05 -0.02
C -3.632071 1.090291 2.775326 0.46 -0.40 -0.68 -0.17
C -3.460363 1.559531 4.193619 0.18 0.17 0.33 -0.08
C -0.998205 -1.879759 1.582184 -0.05 0.26 -0.08 -0.32
C -1.297769 -2.285888 3.021314 -0.28 -0.03 0.31 -0.06
C -0.118600 -2.986423 1.022966 0.35 -0.41 -0.37 -0.06
C -0.121955 0.174320 0.201837 1.28 1.26 -2.78 -0.16
C 0.058389 -0.632307 -1.088042 -0.35 0.22 0.37 -0.17
C 1.193676 -0.316309 -1.836523 -0.25 -0.42 0.11 -0.02
C 1.424920 -0.898874 -3.070777 -0.39 -0.37 -0.34 -0.03
C 0.537426 -1.885854 -3.572653 -0.30 0.79 1.13 -0.23
N 0.773353 -2.466950 -4.787566 0.34 -0.87 -1.09 -0.21
C 1.817041 -1.971156 -5.661441 -0.16 -0.13 0.18 -0.08
C -0.192446 -3.323958 -5.448974 0.18 0.20 0.14 -0.08
C -0.610273 -2.207214 -2.796592 0.34 0.34 -0.44 -0.02
C -0.896668 -1.503310 -1.635004 0.56 0.02 0.17 -0.06
C -0.885531 1.424426 -0.085303 -0.83 2.00 -0.97 -0.06
C -1.659609 1.718126 -1.271438 -0.16 -1.91 1.80 -0.38
O -2.422638 0.948303 -1.865437 0.68 0.59 -0.50 0.04
N -1.464572 3.060637 -1.741380 -1.37 1.17 -0.31 -0.07
C -1.806316 3.322273 -3.130577 0.05 -0.08 -0.05 -0.10
C -1.677785 4.082651 -0.837576 0.86 -0.86 0.39 -0.75
S -2.129337 5.640166 -1.244910 -0.17 -0.08 0.03 0.60
N -1.355869 3.684065 0.448649 0.17 1.63 -0.52 -0.07
C -1.221497 4.709474 1.480389 -0.07 -0.13 -0.03 -0.09
C -0.358192 2.662818 0.454399 1.12 -1.74 -0.72 -0.41
O 0.798286 2.885552 0.798234 -0.79 0.33 0.58 0.08
H 4.171488 2.311711 3.484276 -0.09 -0.06 0.00 0.07
H 2.725343 2.785366 2.550287 0.07 -0.13 0.09 0.07
H 2.601083 2.467677 4.290695 0.05 0.05 -0.17 0.08
H 3.409000 0.304460 2.281943 -0.32 -0.01 0.30 0.13
H 2.838633 0.084063 3.978817 0.17 0.07 -0.31 0.12
H -3.676722 1.934505 2.078807 0.10 -0.11 0.06 0.13
H -4.535531 0.486594 2.665436 0.05 0.15 -0.05 0.12
H -4.307842 2.195903 4.452837 -0.09 0.03 -0.04 0.07
H -3.458525 0.726992 4.904201 0.16 0.05 -0.10 0.08
H -2.543792 2.149508 4.279879 -0.27 -0.23 0.17 0.07
H -1.932584 -1.832054 1.007922 0.11 0.00 0.22 0.13
H -1.951251 -1.563956 3.512089 0.09 -0.22 0.12 0.07
H -1.806736 -3.261761 3.016421 0.17 0.24 0.11 0.08
H -0.359915 -2.377531 3.586282 -0.27 -0.07 -0.10 0.09
H 0.036360 -2.916764 -0.051276 0.05 -0.07 0.14 0.06
H 0.851902 -2.947457 1.523659 -0.35 -0.35 -0.27 0.07
H -0.594838 -3.954977 1.230044 0.05 0.15 -0.06 0.08
H 0.872387 0.621324 0.324814 0.10 -0.10 -0.07 0.13
H 1.905698 0.417373 -1.450223 -0.23 -0.19 -0.08 0.13
H 2.283458 -0.574962 -3.652922 -0.18 -0.10 0.14 0.08
H 2.769514 -1.897667 -5.127664 -0.08 -0.02 -0.16 0.08
H 1.918596 -2.691153 -6.479014 0.19 0.21 0.11 0.07
H 1.579766 -0.990735 -6.099507 0.05 0.02 0.08 0.09
H -0.652909 -4.024337 -4.746013 0.09 0.10 -0.19 0.07
H -0.982928 -2.756514 -5.966234 -0.02 -0.07 0.15 0.09
H 0.362340 -3.887473 -6.206090 -0.30 -0.11 0.14 0.07
H -1.294391 -2.984551 -3.127041 0.00 0.34 -0.05 0.09
H -1.856078 -1.659324 -1.132354 0.49 -0.01 -0.16 0.12
H -1.392313 2.515001 -3.745063 -0.21 0.14 0.18 0.09
H -2.893991 3.390253 -3.260279 0.24 -0.03 -0.15 0.09
H -1.345321 4.276410 -3.394744 -0.17 -0.18 -0.09 0.05
H -2.151630 5.278696 1.503421 0.15 -0.02 0.08 0.06
H -1.056492 4.190965 2.431511 0.02 0.16 -0.23 0.08
H -0.391980 5.391384 1.256479 -0.13 -0.11 0.12 0.08
```
Positions in Å, forces in eV/Å.

For the HOMO energy, the calculation gives -3.783 eV. As for the spin multiplicity: 1. As for the SMILES: CCOC(=O)C(C(=O)OCC)(C(C)C)[C@@H](c1ccc(N(C)C)cc1)c1c([O-])n(C)c(=S)n(C)c1=O. The charge is -1. The energy above the lowest of the compared OMol25 structures with the same formula, charge and spin is 0.077 eV.


The following is a DFT calculation (the ωB97M-V functional and the def2-TZVPD basis) of 3 unconnected molecules or ions with the total composition C25H34N3O7.

```
69
Properties=species:S:1:pos:R:3:forces:R:3:lowdin_charge:R:1
O 7.669554 -2.152978 0.174309 -0.70 0.32 0.27 0.11
C 6.866604 -1.340798 0.527725 0.66 -0.05 -0.25 -0.30
O 6.283741 -0.439939 -0.367855 -0.52 -1.15 1.18 -0.09
C 5.466413 -1.093518 -1.360462 -0.53 0.57 -1.86 -0.18
C 3.925481 -1.148679 -1.011630 0.03 -0.37 0.94 -0.14
C 3.455193 -0.084827 0.051787 -0.49 0.56 0.29 -0.20
C 2.053414 0.580776 -0.304546 1.26 0.65 0.48 -0.11
C 1.714538 1.738335 0.715577 -0.59 1.04 1.23 -0.05
C 2.627359 2.129283 1.802792 -0.98 0.03 -1.09 0.05
N 2.345224 3.168777 2.671435 -1.18 -0.49 -1.36 0.08
C 1.180499 3.904839 2.605520 -0.68 -1.03 -1.41 0.01
C 0.194979 3.584098 1.587032 1.77 -0.68 0.37 0.07
C 0.451689 2.496621 0.630516 1.31 -0.43 1.53 0.03
C -0.674556 2.211671 -0.423682 -0.50 0.87 0.18 -0.40
O -1.346544 3.172923 -0.714716 0.42 -0.64 0.05 0.14
O -0.896544 0.966018 -0.928517 0.94 1.54 0.52 -0.03
C -1.926108 0.956549 -1.943816 -1.01 -1.28 -0.78 -0.06
C -3.397722 0.923048 -1.386320 -0.86 0.35 0.35 -0.30
O -4.233753 1.538830 -2.017489 0.85 -0.48 0.19 0.09
C -3.858813 0.137883 -0.142261 -0.60 -1.26 1.63 -0.11
C -5.312636 0.085870 0.149704 0.52 -1.00 1.60 0.00
C -5.832379 -0.629141 1.326244 2.94 -0.07 -0.33 -0.05
C -4.872960 -1.315221 2.229163 0.80 0.90 -1.74 -0.06
C -3.434895 -1.311105 1.947809 -1.82 1.48 -1.72 -0.07
C -2.956743 -0.581138 0.753991 -1.21 -0.35 0.87 -0.02
H 6.586298 -1.240019 1.619297 0.02 0.38 -1.07 0.15
H 5.562317 -0.477197 -2.302588 0.11 -0.57 1.09 0.14
H 5.862728 -2.108884 -1.610704 -0.29 0.84 0.41 0.13
H 3.308357 -1.010635 -1.938062 0.75 -0.28 0.67 0.12
H 3.726865 -2.176485 -0.585613 -0.09 1.09 -0.55 0.12
H 4.179052 0.777966 0.141018 -0.46 -1.08 -0.32 0.11
H 3.380013 -0.541164 1.083619 0.16 0.34 -1.06 0.12
H 2.212723 1.082146 -1.305381 -0.51 -0.61 0.90 0.12
H 1.217063 -0.156707 -0.374276 0.68 0.73 0.12 0.13
H 3.614488 1.628320 1.970330 -1.22 0.54 -0.22 0.14
H 3.038891 3.407482 3.389019 -0.40 -0.20 -0.40 0.18
H 1.050448 4.707020 3.372754 0.09 -0.87 -0.93 0.15
H -0.732378 4.201490 1.569234 0.85 -0.80 -0.20 0.14
H -1.785889 -0.007352 -2.517742 0.03 0.91 0.81 0.16
H -1.850646 1.778078 -2.696704 0.02 -0.42 1.02 0.14
H -6.074312 0.582631 -0.500522 1.13 -0.40 0.49 0.12
H -6.924771 -0.670641 1.561188 1.20 0.14 -0.40 0.10
H -5.225622 -1.868263 3.131086 0.19 0.59 -0.90 0.10
H -2.713508 -1.849601 2.607041 -0.73 0.53 -0.70 0.08
H -1.849415 -0.605981 0.581086 -1.30 0.11 0.01 0.10
C -2.966206 -4.526699 2.508324 -0.17 -0.30 -0.04 -0.37
O -2.004585 -4.060427 3.096405 -0.08 -0.05 0.12 -0.01
N -3.718240 -5.563343 2.938855 0.15 0.36 -0.27 -0.20
C -4.849744 -6.062228 2.181232 0.10 -0.08 0.22 -0.05
C -3.381366 -6.197797 4.201365 0.21 0.19 0.00 -0.04
H -3.305142 -4.118943 1.542163 -0.08 -0.05 -0.01 0.13
H -5.754130 -5.976516 2.787866 -0.07 -0.07 -0.14 0.09
H -4.679783 -7.111658 1.930728 -0.16 0.03 -0.07 0.09
H -4.982728 -5.493353 1.261198 0.07 0.01 0.08 0.09
H -3.430707 -5.456460 5.001272 0.05 -0.13 0.06 0.09
H -2.362374 -6.585521 4.148744 -0.06 -0.02 0.14 0.09
H -4.072419 -7.011925 4.413599 0.00 0.08 -0.10 0.09
C 2.701086 2.722284 -4.925849 0.00 0.07 -0.04 -0.34
O 2.796802 1.557197 -4.587674 -0.12 0.12 0.28 0.01
N 2.030130 3.677708 -4.236709 0.23 -0.10 -0.29 -0.20
C 1.952157 5.053923 -4.690168 -0.15 -0.10 0.24 -0.05
C 1.371196 3.301902 -3.005470 0.09 -0.16 -0.14 -0.05
H 3.169650 3.099922 -5.848333 -0.04 0.06 0.02 0.14
H 2.387954 5.707859 -3.931237 -0.03 0.12 -0.13 0.09
H 0.904711 5.323502 -4.842453 0.08 0.15 -0.06 0.09
H 2.493269 5.185378 -5.626385 -0.02 -0.10 0.07 0.09
H 2.116090 2.902987 -2.311621 -0.10 0.02 0.08 0.08
H 0.635972 2.520716 -3.216295 -0.01 -0.01 0.17 0.09
H 0.874670 4.161108 -2.555949 0.04 0.00 -0.12 0.09
```
Positions in Å, forces in eV/Å.

For the HOMO energy, the calculation gives -11.077 eV. As for the spin multiplicity: 1. The charge is +1.


The following is a DFT calculation (the ωB97M-V functional and the def2-TZVPD basis) of a gas-phase ion, C25H34N3O9PS (charge -2).

```
73
Properties=species:S:1:pos:R:3:forces:R:3:lowdin_charge:R:1
C 0.432391 3.204274 1.867132 0.21 0.13 -0.15 -0.07
C 1.941187 3.289230 1.655766 0.03 -0.12 0.12 -0.39
C 2.703110 3.174680 2.974728 -0.08 0.19 -0.27 -0.08
C 2.464594 2.249224 0.646433 0.02 0.75 -0.24 -0.17
N 2.705364 0.946489 1.227988 0.94 -0.40 -0.22 -0.21
C 1.628690 -0.016732 1.342818 -0.53 -0.49 -0.02 -0.12
C 0.502378 0.039380 0.296410 -0.21 0.11 1.09 -0.32
O 0.995399 0.039430 -1.012772 -0.37 0.59 -1.01 -0.18
P 0.028241 0.887525 -2.116696 -0.16 -0.30 -0.24 0.27
O -0.451608 2.126599 -1.433499 0.11 -0.10 0.07 -0.32
O 0.805560 1.001092 -3.387808 0.06 0.10 0.02 -0.34
O -1.166854 -0.159649 -2.384854 0.63 0.51 -0.29 -0.18
C -0.498678 -1.122971 0.559561 0.33 0.18 0.34 -0.28
C -0.024466 -2.407179 -0.147684 -0.07 0.45 0.20 -0.09
C -0.841497 -3.581504 0.268669 0.05 -0.15 0.02 -0.21
C -2.183108 -3.662697 -0.100027 -0.05 -0.04 -0.02 -0.03
C -2.959433 -4.731373 0.306100 -0.11 -0.09 -0.04 -0.10
C -2.410970 -5.747049 1.074283 -0.07 -0.16 0.09 -0.13
C -1.080472 -5.674242 1.448780 -0.01 -0.20 0.11 -0.12
C -0.306092 -4.597078 1.052927 0.03 0.05 -0.04 -0.05
N -1.799869 -0.759346 0.074096 0.01 -0.23 -0.43 0.05
C -2.501385 0.020150 0.843583 -0.46 -0.08 -0.24 -0.59
O -2.300108 0.428703 1.987467 0.12 0.26 0.36 0.01
O -3.708196 0.384786 0.181992 0.29 -0.25 0.09 -0.02
C -4.150652 1.671043 0.512245 -0.22 0.57 0.48 -0.32
C -3.450312 2.770550 -0.310789 -0.26 -0.20 -0.10 -0.08
C -4.447711 3.001345 -1.437250 0.27 0.05 -0.02 -0.20
O -5.732196 2.864188 -0.837095 -0.20 0.24 -0.04 -0.16
C -5.631091 1.805482 0.096982 0.07 -0.31 0.17 -0.15
S 4.192173 0.275425 0.941602 0.82 -0.12 0.55 0.67
O 4.398636 -0.784575 1.905297 -0.44 -0.08 -0.40 -0.32
O 5.178816 1.335689 0.974697 -0.45 0.04 -0.41 -0.32
C 4.074695 -0.411148 -0.682587 -0.01 0.29 0.77 -0.30
C 4.034590 0.487235 -1.739317 0.05 0.09 -0.17 -0.07
C 3.430523 0.125043 -2.915165 0.10 -0.04 0.08 -0.04
C 2.801170 -1.123594 -3.025959 0.36 -0.17 0.08 -0.34
N 1.974205 -1.332107 -4.108911 -0.16 -0.14 -0.23 0.10
C 3.018924 -2.078960 -2.030402 0.06 0.04 -0.15 -0.04
C 3.618862 -1.706305 -0.844921 0.07 -0.17 0.10 -0.09
H -0.078001 3.223041 0.907110 -0.15 -0.03 -0.11 0.07
H 0.150997 2.288110 2.378006 -0.12 -0.15 0.10 0.07
H 0.085916 4.050331 2.462572 -0.05 0.03 0.11 0.07
H 2.157119 4.270980 1.212274 0.01 -0.08 -0.02 0.13
H 2.453402 2.237022 3.463557 0.00 -0.11 0.12 0.07
H 2.448513 3.998781 3.641696 -0.02 0.06 0.08 0.07
H 3.775330 3.179748 2.789551 0.16 -0.01 0.08 0.07
H 3.441949 2.587809 0.296277 -0.20 0.16 -0.04 0.10
H 1.786854 2.185358 -0.209725 0.04 -0.01 0.04 0.11
H 2.103756 -0.999662 1.328879 -0.24 -0.09 0.13 0.10
H 1.151141 0.110612 2.323139 0.01 -0.14 -0.11 0.13
H -0.065853 0.963520 0.452285 0.09 -0.13 0.10 0.11
H -1.584019 -0.358405 -1.493313 -0.41 -0.27 0.33 0.01
H -0.521105 -1.293132 1.652433 0.03 -0.02 -0.17 0.15
H -0.130937 -2.227403 -1.217960 0.13 -0.03 -0.06 0.12
H 1.030429 -2.566992 0.080968 0.03 -0.10 -0.08 0.10
H -2.601626 -2.848687 -0.670914 -0.06 0.02 -0.08 0.11
H -4.003229 -4.778212 0.022798 -0.05 0.02 -0.03 0.09
H -3.018742 -6.588658 1.385089 -0.02 -0.01 0.01 0.08
H -0.645521 -6.459728 2.055834 0.02 -0.01 0.02 0.09
H 0.730838 -4.542467 1.358777 0.09 0.04 0.00 0.10
H -4.003512 1.827628 1.590523 -0.09 -0.01 -0.29 0.13
H -2.475556 2.445588 -0.676233 0.09 0.02 0.07 0.09
H -3.333469 3.673452 0.291323 -0.01 0.05 0.00 0.12
H -4.401228 3.997144 -1.882127 0.02 -0.07 -0.04 0.11
H -4.314993 2.241385 -2.217411 0.02 0.05 -0.02 0.13
H -6.294719 2.039049 0.934882 0.04 -0.05 -0.04 0.11
H -5.943633 0.858073 -0.362307 0.01 0.03 0.07 0.12
H 4.436145 1.478332 -1.593479 -0.02 0.15 -0.07 0.11
H 3.308477 0.835432 -3.715763 0.00 0.07 -0.06 0.11
H 1.408641 -0.465605 -4.185325 -0.07 -0.18 -0.09 0.05
H 1.363752 -2.129918 -3.974180 0.05 0.12 0.01 0.08
H 2.598282 -3.070634 -2.139098 -0.05 -0.05 0.01 0.11
H 3.699821 -2.392957 -0.013985 -0.08 -0.08 0.06 0.11
```
Positions in Å, forces in eV/Å.

For the HOMO energy, the calculation gives -2.476 eV. As for the spin multiplicity: 1. As for the SMILES: CC(C)CN(C[C@@H](O[P@@](=O)([O-])O)[C@H](Cc1ccccc1)/N=C(\[O-])O[C@H]1CCOC1)S(=O)(=O)c1ccc(N)cc1. The charge is -2. The energy above the lowest of the compared OMol25 structures with the same formula, charge and spin is 0.000 eV.


| no. | gap between HOMO and LUMO (eV) |
| --- | --- |
| 1 | 6.42 |
| 2 | 6.16 |
| 3 | 7.15 |